This record from the OMol25 dataset describes the molecule C2H2N2O2S. The level of theory is ωB97M-V/def2-TZVPD.

Geometry as XYZ:
```
9
Properties=species:S:1:pos:R:3
O -1.821 -0.802 1.050
H 0.773 1.166 1.491
S 0.997 -1.058 -2.501
N 0.921 -0.916 -0.946
O 0.582 0.141 -3.215
C 0.249 0.425 0.896
H -1.510 0.959 1.965
C -1.136 0.152 1.308
N 0.945 -0.067 -0.048
```

maximum force: 2.49 eV Å⁻¹
DFT total energy: -735.474746 Ha
Kohn-Sham gap: 8.30 eV
ΔE to the lowest compared entry with this formula, charge and spin: 3.062 eV

Mulliken atomic charge list, values in e, 6 entries: number 1, O, carries -0.44; number 2, H, carries 0.34; number 3, S, carries 0.47; number 4, N, carries -0.20; number 5, O, carries -0.47; number 6, C, carries -0.08